Entry 1:
C26H34N6O5Ti | ωB97M-V with the def2-TZVPD basis set

Relative energy (zero: lowest compared OMol25 entry of this formula, charge and spin) (kcal/mol): 0.0
Multiplicity: 1
HOMO energy (eV): -5.823
Total charge: 0

Last column: Löwdin charge in e.
Element x y z (Å)
C  -0.05  -3.93  2.34  -0.246
H  0.21  -4.41  4.42  0.113
H  -1.42  -0.23  3.48  0.067
C  -0.10  1.56  2.22  -0.142
C  -0.37  2.39  1.13  -0.165
O  0.96  0.60  -4.42  -0.085
C  0.93  -4.02  -1.64  -0.075
N  -0.09  0.58  -2.03  0.167
C  -2.42  2.89  -3.78  -0.086
Ti  0.58  -0.42  2.03  0.892
H  -0.36  2.68  -0.89  0.133
C  -1.21  -2.81  4.36  -0.183
H  0.44  -4.87  2.07  0.116
C  1.53  -1.79  -0.94  -0.264
H  -0.74  3.89  4.65  0.099
C  -0.86  4.28  2.55  -0.030
C  -0.37  -3.81  -1.21  -0.094
C  0.21  -1.59  -0.46  -0.242
O  -0.95  4.48  0.13  -0.128
O  2.42  -0.45  2.03  -0.327
C  -0.59  -4.08  3.76  -0.191
H  0.96  5.25  -0.07  0.099
O  2.35  -0.73  -0.81  -0.087
H  0.90  0.14  -6.45  0.098
C  -1.85  2.13  -2.76  -0.021
C  -0.15  0.70  -0.66  -0.313
C  1.57  0.56  -5.70  -0.074
H  -3.30  3.48  -3.57  0.105
N  0.85  -2.78  2.21  0.000
C  -0.25  2.15  3.48  -0.123
C  -2.21  -2.10  3.44  -0.225
H  -0.19  6.32  0.77  0.082
C  -0.72  3.74  1.29  -0.245
H  4.12  0.13  -1.19  0.101
H  1.91  1.55  -6.01  0.098
N  -0.29  1.95  -0.20  0.168
C  -0.08  5.59  -0.04  -0.072
H  -1.35  -4.87  3.74  0.111
H  3.64  -1.08  -2.40  0.094
H  -0.02  1.56  4.36  0.092
H  2.89  -3.17  -1.87  0.107
H  -2.58  -2.78  2.67  0.108
H  -0.88  -3.80  1.64  0.082
H  -1.69  -3.08  5.29  0.109
H  -0.34  6.05  -0.99  0.089
C  1.88  -3.00  -1.51  -0.012
C  3.66  -0.84  -1.33  -0.053
C  -0.70  1.38  -2.99  -0.155
N  -0.13  -0.34  0.14  0.019
H  -0.29  2.13  -6.29  0.104
O  1.21  -0.68  3.85  -0.363
N  2.06  0.17  3.21  -0.232
H  0.45  -0.19  -2.40  0.135
H  -1.16  5.31  2.66  0.112
H  -0.41  -2.10  4.60  0.091
H  -2.31  2.11  -1.78  0.120
C  -0.72  2.13  -5.29  -0.023
H  4.24  -1.60  -0.79  0.103
H  1.49  -2.93  1.44  0.079
C  -0.14  1.39  -4.28  -0.218
H  -3.07  -1.77  4.03  0.110
H  -2.22  -0.53  2.10  0.092
H  2.44  -0.10  -5.60  0.092
C  -1.86  2.89  -5.04  -0.087
H  1.22  -4.95  -2.10  0.105
H  -1.74  -2.42  -0.31  0.122
C  -0.63  3.47  3.65  -0.085
C  -0.72  -2.60  -0.63  -0.033
H  1.43  -2.69  3.05  0.083
H  -1.11  -4.59  -1.33  0.106
N  -1.58  -0.94  2.78  -0.020
H  -2.30  3.47  -5.84  0.103

Entry 2:
C26H34NO4PS4SeTeTi | ωB97M-V with the def2-TZVPD basis set

Relative energy (zero: lowest compared OMol25 entry of this formula, charge and spin) (kcal/mol): 0.0
Multiplicity: 2
HOMO energy (alpha / beta) (eV): -5.105 / -5.211
Total charge: -1

Last column: Löwdin charge in e.
Element x y z (Å)
C  -0.23  -1.29  -5.41  -0.093
S  0.20  1.18  1.73  0.329
H  0.22  -4.64  -5.41  0.093
C  -4.29  2.77  -0.14  -0.146
H  -2.28  -1.86  5.52  0.085
H  -1.76  -0.61  6.67  0.082
H  5.27  -0.25  -1.47  0.005
H  -2.38  1.31  3.46  0.054
C  2.56  3.40  -0.11  -0.189
H  -0.77  -2.84  -6.80  0.090
P  0.37  -0.58  2.65  -0.173
C  0.38  -0.98  -4.20  -0.144
H  -1.77  -3.04  0.44  0.057
C  -1.46  -3.32  1.44  -0.042
C  2.13  3.10  -1.40  -0.654
C  3.70  4.18  0.06  -0.168
C  3.98  4.43  -2.17  -0.175
C  0.01  -3.02  1.64  -0.435
O  -0.99  -0.93  3.43  -0.330
H  4.96  1.50  -1.42  -0.007
H  4.05  4.41  1.06  0.103
O  0.21  -1.58  1.37  -0.464
C  0.26  -3.61  -5.08  -0.110
H  0.30  -3.16  2.68  0.112
S  1.78  -1.65  -1.90  0.569
H  0.80  -4.88  1.01  0.089
C  -3.04  0.78  0.43  -0.127
H  -0.66  -0.50  -6.00  0.099
O  -5.45  4.80  -0.57  0.102
C  -2.57  0.63  4.29  -0.051
C  -2.57  0.67  -0.88  -0.664
C  -3.88  1.82  0.80  -0.033
N  4.41  4.70  -0.94  0.038
C  4.21  -1.74  0.73  -0.441
C  -0.29  -2.61  -5.85  -0.115
H  -3.38  -0.05  4.03  0.090
C  -3.82  2.66  -1.44  -0.010
H  -2.62  1.56  -2.83  0.101
C  -5.20  3.90  0.18  -0.483
C  0.90  -3.83  0.74  -0.049
H  2.02  3.04  0.75  0.038
H  0.42  0.04  -3.85  0.044
H  4.56  4.85  -2.99  0.096
H  2.58  3.45  -3.48  0.094
H  3.78  0.40  -2.21  -0.023
H  -5.57  3.07  1.86  0.078
H  1.31  -4.10  -3.26  0.092
S  -1.54  -0.68  -1.34  0.605
C  -1.32  -0.16  4.61  -0.491
H  1.95  -3.54  0.86  0.065
Se  0.58  2.05  -1.75  0.676
C  -2.98  1.63  -1.81  -0.117
Ti  0.65  -0.11  -0.44  -0.084
H  -4.13  3.41  -2.16  0.119
H  3.80  -2.10  1.67  -0.039
H  -2.07  -2.77  2.16  0.072
H  5.29  -1.72  0.78  -0.002
H  -4.18  1.87  1.84  0.096
H  -2.87  1.22  5.16  0.085
H  -1.63  -4.39  1.58  0.085
C  2.87  3.65  -2.45  -0.130
C  0.93  -1.99  -3.42  -0.646
C  -1.49  -1.14  5.76  -0.046
C  4.50  0.52  -1.40  -0.407
H  -0.56  -1.68  5.92  0.074
S  1.96  -0.96  3.71  0.258
C  0.87  -3.31  -3.87  -0.132
H  -2.71  0.06  1.17  0.085
H  0.63  -3.70  -0.30  0.053
Te  3.49  0.25  0.46  1.221
H  3.87  -2.36  -0.10  -0.029
O  -5.81  3.88  1.40  0.098
H  -0.49  0.51  4.83  0.117

Entry 3:
C26H35AsBrFN7O5SV | ωB97M-V with the def2-TZVPD basis set

Relative energy (zero: lowest compared OMol25 entry of this formula, charge and spin) (kcal/mol): 17.0
Multiplicity: 4
HOMO energy (alpha / beta) (eV): -7.411 / -9.821
Total charge: +1

Last column: Löwdin charge in e.
Element x y z (Å)
H  -3.03  2.67  -0.47  0.147
H  -3.07  1.40  -3.62  0.115
C  -0.96  0.63  -2.14  -0.111
H  -0.97  6.12  4.41  0.117
H  0.11  5.71  2.19  0.104
C  0.83  -0.78  -1.31  0.096
H  0.58  -4.17  -6.77  0.140
N  -2.24  -4.48  2.58  0.074
H  -2.53  3.69  -4.50  0.081
C  -0.74  0.13  -3.42  0.053
C  -2.22  1.96  -0.59  0.044
H  -1.80  -5.15  1.98  0.083
C  -1.53  -3.35  2.82  -0.890
C  -2.70  2.19  -2.96  -0.194
H  -1.11  4.20  6.04  0.128
H  4.19  0.65  3.60  0.026
F  2.07  -2.07  -2.84  0.062
O  -1.77  1.03  2.78  -0.136
C  0.26  -0.81  -3.66  -0.159
H  -3.58  2.65  -2.52  0.123
H  0.47  -3.31  -4.39  0.149
H  2.83  -2.53  5.67  0.031
C  -0.58  5.14  4.16  -0.024
O  0.07  0.57  4.99  -0.234
S  -0.19  -2.95  1.93  0.662
H  3.75  -1.62  1.83  0.024
H  1.94  -2.79  -5.21  0.135
H  -0.70  -0.77  -7.36  0.141
C  3.67  0.20  4.43  -0.282
N  0.43  -1.31  -4.98  -0.102
C  0.50  3.66  2.66  -0.700
H  1.19  -2.83  5.06  0.017
C  -1.55  1.50  0.48  -0.061
H  -1.36  -1.20  5.09  0.106
H  -2.95  -2.80  4.18  0.149
H  4.37  -0.36  5.05  0.030
C  -0.25  1.66  5.60  -0.575
H  2.65  -2.95  2.25  -0.020
C  -0.66  4.09  5.06  0.030
H  -2.89  -4.83  3.26  0.102
N  -2.02  -2.60  3.83  -0.069
C  -0.47  0.59  0.28  -0.304
C  1.04  -1.22  -2.60  -0.194
Br  1.35  3.32  1.00  0.841
C  -2.04  1.89  1.86  -0.590
H  -0.82  -3.08  -6.52  0.142
O  -0.56  1.78  6.77  0.084
C  1.91  -2.06  5.32  -0.278
N  -1.94  1.58  -1.88  -0.034
H  1.50  -1.42  6.10  0.028
C  0.02  4.93  2.93  -0.092
H  0.80  -0.21  -8.16  0.139
H  1.80  -2.30  -7.62  0.182
H  2.04  -0.41  -6.04  0.143
C  0.94  -0.41  -5.99  -0.139
V  0.12  0.29  3.07  0.656
C  -0.19  0.14  -1.05  -0.042
H  0.44  -2.55  -8.52  0.184
N  0.77  -2.24  -7.60  0.057
H  -2.16  -0.60  3.76  0.083
C  -1.91  3.23  -3.74  -0.059
H  3.21  0.99  5.03  0.024
C  -0.16  2.86  4.69  -0.162
H  -1.56  4.01  -3.06  0.087
N  -1.52  -1.32  4.10  0.017
C  0.39  -0.81  -7.35  -0.083
H  -1.35  0.45  -4.25  0.110
H  0.63  0.62  -5.77  0.136
N  0.42  2.64  3.50  0.061
C  0.84  -2.67  -5.19  -0.151
As  2.26  -0.97  3.76  1.060
H  -1.03  2.79  -4.21  0.059
C  3.30  -2.18  2.65  -0.301
O  -2.65  2.93  2.01  0.072
O  0.26  0.14  1.25  -0.235
H  1.44  -1.15  -0.50  0.135
C  0.27  -3.16  -6.51  -0.079
H  4.09  -2.64  3.25  0.029

What is the formula in the first record?
C26H34N6O5Ti

Repeat the first record exactly.
C26H34N6O5Ti | ωB97M-V with the def2-TZVPD basis set

Relative energy (zero: lowest compared OMol25 entry of this formula, charge and spin) (kcal/mol): 0.0
Multiplicity: 1
HOMO energy (eV): -5.823
Total charge: 0

Last column: Löwdin charge in e.
Element x y z (Å)
C  -0.05  -3.93  2.34  -0.246
H  0.21  -4.41  4.42  0.113
H  -1.42  -0.23  3.48  0.067
C  -0.10  1.56  2.22  -0.142
C  -0.37  2.39  1.13  -0.165
O  0.96  0.60  -4.42  -0.085
C  0.93  -4.02  -1.64  -0.075
N  -0.09  0.58  -2.03  0.167
C  -2.42  2.89  -3.78  -0.086
Ti  0.58  -0.42  2.03  0.892
H  -0.36  2.68  -0.89  0.133
C  -1.21  -2.81  4.36  -0.183
H  0.44  -4.87  2.07  0.116
C  1.53  -1.79  -0.94  -0.264
H  -0.74  3.89  4.65  0.099
C  -0.86  4.28  2.55  -0.030
C  -0.37  -3.81  -1.21  -0.094
C  0.21  -1.59  -0.46  -0.242
O  -0.95  4.48  0.13  -0.128
O  2.42  -0.45  2.03  -0.327
C  -0.59  -4.08  3.76  -0.191
H  0.96  5.25  -0.07  0.099
O  2.35  -0.73  -0.81  -0.087
H  0.90  0.14  -6.45  0.098
C  -1.85  2.13  -2.76  -0.021
C  -0.15  0.70  -0.66  -0.313
C  1.57  0.56  -5.70  -0.074
H  -3.30  3.48  -3.57  0.105
N  0.85  -2.78  2.21  0.000
C  -0.25  2.15  3.48  -0.123
C  -2.21  -2.10  3.44  -0.225
H  -0.19  6.32  0.77  0.082
C  -0.72  3.74  1.29  -0.245
H  4.12  0.13  -1.19  0.101
H  1.91  1.55  -6.01  0.098
N  -0.29  1.95  -0.20  0.168
C  -0.08  5.59  -0.04  -0.072
H  -1.35  -4.87  3.74  0.111
H  3.64  -1.08  -2.40  0.094
H  -0.02  1.56  4.36  0.092
H  2.89  -3.17  -1.87  0.107
H  -2.58  -2.78  2.67  0.108
H  -0.88  -3.80  1.64  0.082
H  -1.69  -3.08  5.29  0.109
H  -0.34  6.05  -0.99  0.089
C  1.88  -3.00  -1.51  -0.012
C  3.66  -0.84  -1.33  -0.053
C  -0.70  1.38  -2.99  -0.155
N  -0.13  -0.34  0.14  0.019
H  -0.29  2.13  -6.29  0.104
O  1.21  -0.68  3.85  -0.363
N  2.06  0.17  3.21  -0.232
H  0.45  -0.19  -2.40  0.135
H  -1.16  5.31  2.66  0.112
H  -0.41  -2.10  4.60  0.091
H  -2.31  2.11  -1.78  0.120
C  -0.72  2.13  -5.29  -0.023
H  4.24  -1.60  -0.79  0.103
H  1.49  -2.93  1.44  0.079
C  -0.14  1.39  -4.28  -0.218
H  -3.07  -1.77  4.03  0.110
H  -2.22  -0.53  2.10  0.092
H  2.44  -0.10  -5.60  0.092
C  -1.86  2.89  -5.04  -0.087
H  1.22  -4.95  -2.10  0.105
H  -1.74  -2.42  -0.31  0.122
C  -0.63  3.47  3.65  -0.085
C  -0.72  -2.60  -0.63  -0.033
H  1.43  -2.69  3.05  0.083
H  -1.11  -4.59  -1.33  0.106
N  -1.58  -0.94  2.78  -0.020
H  -2.30  3.47  -5.84  0.103

Number 3 is which compound?
C26H35AsBrFN7O5SV